(a)
Entry from OMol25: C4H5FO2 in the gas phase (ωB97M-V/def2-TZVPD).

Positions of all 12 atoms, in Å:
O: -1.756 -1.510 -0.431
C: -1.969 -0.483 0.135
C: -1.035 0.712 0.152
O: 0.081 0.589 -0.689
C: 1.021 -0.322 -0.257
C: 2.290 0.033 -0.215
F: 3.248 -0.852 0.106
H: -2.879 -0.338 0.732
H: -0.745 0.906 1.184
H: -1.586 1.589 -0.194
H: 0.664 -1.334 -0.060
H: 2.667 1.009 -0.463

Summary:
- 2S+1: 1
- SMILES string: O=CCO/C=C/F
- E_LUMO: 0.8 eV



(b)
Entry from OMol25: a 2-piece molecular cluster, C4H5FO2 overall (ωB97M-V/def2-TZVPD).

Positions of all 12 atoms, in Å:
C: 4.223 -0.899 0.396
C: 1.350 1.949 0.015
C: 1.325 -0.373 0.154
C: 0.386 0.874 0.237
O: 4.448 -0.913 1.509
O: 4.015 -0.936 -0.693
F: 1.347 2.419 -1.250
H: 0.785 -1.228 0.073
H: 2.018 -0.445 1.001
H: 1.943 -0.215 -0.746
H: 0.066 1.062 1.352
H: -0.447 0.766 -0.427

Summary:
- 2S+1: 1
- E_LUMO: 0.2 eV



Which of them is the most stable? Correct choice: (a).



(a)
Entry from OMol25: a 9-piece molecular cluster, H16NO11 overall (ωB97M-V/def2-TZVPD).

Positions of all 28 atoms, in Å:
N: -0.281 0.929 0.800
O: -0.529 1.281 -0.366
O: 0.913 0.675 1.008
O: -1.116 0.203 1.483
O: 0.032 -1.359 3.476
H: -0.163 -0.746 2.800
H: -0.788 -1.764 3.754
O: -0.061 1.842 -3.577
H: -0.816 1.416 -3.110
H: 0.439 2.232 -2.843
O: -2.466 0.716 -2.351
H: -2.265 -0.220 -2.328
H: -1.938 1.025 -1.609
O: 1.056 -0.985 -1.714
H: 1.285 -0.165 -1.369
H: 0.401 -0.807 -2.373
O: 0.274 -2.330 0.377
H: 0.560 -1.687 -0.296
H: 0.269 -1.772 1.131
O: -3.709 -0.681 0.867
H: -3.636 -1.568 0.561
H: -2.837 -0.381 1.108
O: 2.319 1.553 -1.407
H: 3.067 1.168 -0.943
H: 1.647 1.600 -0.749
O: 3.135 -0.107 2.412
H: 2.851 -0.212 3.329
H: 2.359 0.142 1.930

Summary:
- 2S+1: 1
- Net charge: -1
- E_LUMO: 2.7 eV



(b)
Entry from OMol25: a 9-piece molecular cluster, H16NO11 overall (ωB97M-V/def2-TZVPD).

Positions of all 28 atoms, in Å:
N: 1.698 -0.257 19.870
O: 0.607 -0.252 20.536
O: 1.954 -1.319 19.245
O: 2.000 0.869 19.431
O: 4.441 -2.772 18.860
H: 3.668 -2.383 19.256
H: 4.392 -2.447 17.986
O: -0.557 -3.156 19.865
H: 0.154 -2.553 19.800
H: -1.083 -2.765 20.512
O: 3.977 0.184 17.324
H: 3.279 0.080 17.926
H: 4.727 0.298 17.896
O: 0.833 0.222 16.857
H: 1.095 0.455 15.982
H: 1.250 0.787 17.472
O: 0.062 2.709 20.220
H: 0.107 2.529 21.157
H: 0.782 2.166 19.847
O: -1.581 0.399 18.588
H: -1.135 0.829 17.836
H: -0.849 0.041 19.034
O: 2.079 -2.860 16.792
H: 1.913 -2.096 17.370
H: 1.451 -2.780 16.054
O: 4.360 2.375 19.514
H: 5.011 1.740 19.705
H: 3.516 1.948 19.688

Summary:
- 2S+1: 1
- Net charge: -1
- E_LUMO: 2.7 eV



Which of them is the most stable? Correct choice: (a).



(a)
Entry from OMol25: a 2-piece molecular cluster, C2HClF2O2 overall (ωB97M-V/def2-TZVPD).

Positions of all 8 atoms, in Å:
C: 1.027 0.314 -0.136
C: 0.919 -0.976 -0.024
O: -2.108 0.771 0.530
O: -1.204 1.604 0.031
F: 1.962 -1.826 -0.018
F: -0.212 -1.657 0.024
Cl: 2.067 1.547 -0.197
H: -2.451 0.224 -0.210

Summary:
- 2S+1: 1
- E_LUMO: -2.5 eV



(b)
Entry from OMol25: a 2-piece molecular cluster, C2HClF2O2 overall (ωB97M-V/def2-TZVPD).

Positions of all 8 atoms, in Å:
C: 1.074 -0.047 0.008
C: 0.845 -1.284 0.320
O: -1.876 1.903 -0.025
O: -1.142 1.552 -1.058
F: 1.632 -2.370 0.760
F: -0.375 -1.778 0.213
Cl: 2.227 1.005 -0.306
H: -2.385 1.019 0.088

Summary:
- 2S+1: 1
- E_LUMO (alpha / beta): -0.9 / -1.4 eV



Which of them is the most stable? Correct choice: (b).